Entry 1:
A structure of composition C37H29IN3PPd, computed with wB97M-V/def2-TZVPD.

```
72
Properties=species:S:1:pos:R:3:forces:R:3
Pd 0.0420 -1.6816 -0.2370 -0.0503 -0.5513 -0.1834
C 6.1750 -1.2936 -2.3712 0.0009 0.0031 -0.0018
C 5.4886 -0.1336 -2.6948 0.0152 -0.0079 0.0015
C 4.2318 0.1167 -2.1526 -0.0163 0.0042 0.0111
C 3.6305 -0.8008 -1.2923 -0.0119 -0.0202 -0.0005
C 4.3264 -1.9744 -0.9927 -0.0211 -0.0110 -0.0061
C 5.5885 -2.2146 -1.5086 0.0033 -0.0020 -0.0005
P 1.9363 -0.6179 -0.5808 -0.0440 0.1205 -0.0218
C 1.4729 1.0587 -1.1742 0.0163 0.0153 0.0109
C 1.0550 1.2057 -2.5957 -0.0015 -0.0318 -0.0043
C 1.0134 2.4375 -3.1452 -0.0133 -0.0087 -0.0227
C 1.1366 3.6469 -2.3886 0.0168 0.0089 0.0113
C 0.7468 3.8020 -1.0830 0.0334 0.0391 -0.0222
C 0.1218 2.8585 -0.2138 -0.0521 -0.1353 0.0133
C 2.3022 -0.1426 1.1503 0.0579 0.0742 -0.0387
C 3.5820 0.0262 1.6428 -0.0015 -0.0254 -0.0263
C 3.7821 0.1763 3.0247 -0.0088 0.0018 0.0168
C 2.7200 0.0911 3.8822 0.0244 0.0074 0.0008
C 1.3907 -0.0860 3.4121 0.0008 -0.0134 0.0310
C 0.3269 -0.3263 4.3077 0.0283 0.0056 0.0145
C -0.9130 -0.6425 3.7790 -0.0218 -0.0041 -0.0411
C -1.1844 -0.5663 2.4249 0.0291 -0.0219 0.0746
C -0.2161 -0.1082 1.4818 -0.0920 0.1114 0.2276
C 1.1680 -0.0898 2.0032 -0.0240 -0.0362 -0.0253
H 7.1566 -1.4843 -2.7899 0.0004 0.0007 -0.0002
H 5.9331 0.5899 -3.3691 -0.0002 0.0007 -0.0008
H 3.7173 1.0332 -2.4110 -0.0108 0.0091 -0.0081
H 3.8519 -2.7046 -0.3446 -0.0025 -0.0012 0.0002
H 6.1137 -3.1269 -1.2489 -0.0009 0.0004 0.0000
H 0.7603 0.3298 -3.1636 0.0004 0.0106 -0.0049
H 0.8116 2.5296 -4.2091 0.0030 0.0010 -0.0023
H 1.4146 4.5491 -2.9269 0.0013 -0.0023 -0.0061
H 0.7927 4.8219 -0.7042 -0.0085 0.0036 -0.0054
H 0.2584 3.4500 1.8106 -0.0011 -0.0064 0.0032
H 4.4334 0.0018 0.9742 -0.0018 0.0034 0.0114
H 4.7869 0.3138 3.4120 -0.0012 -0.0002 0.0010
H 2.8770 0.1332 4.9561 0.0024 0.0001 -0.0016
H 0.5159 -0.3451 5.3751 0.0026 0.0028 0.0007
H -1.7226 -0.9203 4.4490 0.0006 -0.0050 -0.0020
H -2.2002 -0.6987 2.0770 0.0014 -0.0422 -0.0040
N -1.8358 -0.5655 -2.4431 -0.0318 -0.0640 0.0050
C -3.0897 -0.3150 -1.8423 -0.1649 0.0538 -0.0070
C -4.2190 -0.8283 -2.4504 -0.1007 0.0459 -0.0034
C -5.5261 -0.5193 -2.0440 0.0581 -0.0798 -0.0615
C -5.6435 0.4105 -1.0190 0.0638 0.0823 0.0897
C -4.5296 0.9307 -0.3814 -0.1360 -0.0254 -0.0484
C -3.1709 0.5064 -0.6407 0.0909 0.0944 0.1200
C -2.1274 0.9041 0.2184 -0.0833 -0.0174 -0.1727
C -2.4875 1.8368 1.2835 -0.0562 0.0445 -0.0002
C -1.7789 2.9058 1.6567 -0.0177 -0.0156 -0.0299
C -0.5242 3.4603 1.0343 0.0021 0.0068 -0.0081
C 0.2601 1.4970 -0.3748 0.0167 0.1328 0.0394
C -0.6601 0.5334 0.2587 0.0318 -0.0040 0.0014
H -1.8409 -1.4506 -2.9361 0.0538 0.0244 -0.0217
H -1.1167 -0.6098 -1.7232 0.3387 0.1032 -0.0695
H -4.0650 -1.4726 -3.3155 -0.0004 0.0129 0.0216
H -6.3881 -0.9330 -2.5529 0.0084 -0.0051 0.0008
H -6.6257 0.7636 -0.7150 0.0051 0.0040 0.0043
H -4.6954 1.6986 0.3594 -0.0169 -0.0009 -0.0170
H -3.4000 1.6481 1.8559 0.0232 0.0280 0.0021
H -2.1129 3.4673 2.5282 0.0056 -0.0006 -0.0045
H -0.7058 4.5240 0.8366 0.0026 -0.0042 0.0072
H 2.2906 1.7593 -0.9664 0.0149 0.0021 0.0117
I -3.7048 -5.9629 2.4493 -0.0157 -0.0208 0.0139
C -3.0191 -4.4263 1.2596 -0.0357 0.1014 -0.0140
C -3.7328 -3.3188 0.8393 0.1560 -0.1078 0.0019
N -2.8830 -2.5945 0.1025 -0.0255 -0.1967 0.0234
N -1.6728 -3.1582 0.0127 0.1999 0.4051 -0.0165
C -1.7311 -4.2752 0.7196 -0.2155 -0.0232 0.0467
H -4.7477 -3.0032 1.0067 -0.0099 -0.0078 -0.0089
H -3.0752 -1.7190 -0.3986 -0.0172 -0.0682 0.0902
H -0.8656 -4.9074 0.8168 0.0028 0.0029 0.0046
```
Positions in Å, forces in eV/Å.

Energy relative to the best compared isomer or geometry (same formula, charge and spin) ... 0.0 kcal per mole
Net charge ... -2
Orbital gap ... 2.9 eV
Calculated total energy ... -64176.329 eV

---

Entry 2:
A structure of composition C37H30BClF9N5O3PbSe, computed with wB97M-V/def2-TZVPD.

```
88
Properties=species:S:1:pos:R:3:forces:R:3
Pb -0.0596 0.1122 0.3559 -0.4984 0.5529 -0.3977
C -2.2862 -3.1715 0.5236 0.0076 -0.0163 0.0415
O -1.4459 -2.3706 -0.2910 0.0658 0.0305 0.0205
C -0.5589 -3.0296 -1.1114 -0.1524 -0.0398 -0.0143
C -0.4357 -4.4098 -1.1577 0.0147 -0.0062 -0.0109
C 0.4902 -4.9884 -2.0166 0.0010 0.0460 0.0162
C 1.2839 -4.1917 -2.8264 0.0003 -0.0295 0.0095
C 1.1571 -2.8132 -2.7756 0.0815 0.0771 0.0399
C 0.2454 -2.2192 -1.9155 0.0980 -0.0373 -0.0932
N 0.0752 -0.8121 -1.8237 -0.0422 -0.1765 0.1482
N 0.3430 -0.1950 -2.9075 -0.0840 0.1636 0.0112
C 0.0744 1.1079 -3.0571 0.0346 -0.1243 -0.0037
C -0.8774 1.7925 -2.2345 -0.0728 -0.0394 -0.0877
O -1.4863 1.2256 -1.2861 0.1605 0.1248 0.2856
C -1.2021 3.1578 -2.5860 -0.0140 0.0375 -0.0369
C -0.6070 3.7767 -3.6215 -0.0068 -0.0151 0.0140
C 0.3350 3.1039 -4.4780 0.0035 -0.0095 0.0053
C 0.9356 3.7700 -5.5578 -0.0239 0.0032 0.0054
C 1.8192 3.1173 -6.3845 0.0062 -0.0291 0.0094
C 2.1140 1.7688 -6.1440 0.0069 0.0284 -0.0211
C 1.5477 1.1032 -5.0814 -0.0168 -0.0175 0.0402
C 0.6473 1.7567 -4.2216 0.0166 0.0268 -0.0754
H -2.8958 -3.8407 -0.0865 -0.0045 0.0043 0.0036
H -2.9379 -2.4869 1.0607 0.0000 -0.0117 -0.0006
H -1.7041 -3.7511 1.2442 0.0073 -0.0078 -0.0109
H -1.0449 -5.0406 -0.5279 -0.0112 -0.0038 -0.0073
H 0.5846 -6.0658 -2.0452 0.0003 -0.0005 -0.0039
H 2.0058 -4.6402 -3.4957 -0.0032 -0.0044 -0.0009
H 1.7713 -2.1680 -3.3881 0.0170 0.0034 0.0182
H -1.9068 3.6698 -1.9433 -0.0073 -0.0290 0.0079
H -0.8326 4.8163 -3.8336 -0.0020 -0.0029 -0.0044
H 0.6857 4.8103 -5.7324 0.0044 0.0010 0.0029
H 2.2784 3.6363 -7.2156 -0.0017 -0.0018 -0.0003
H 2.8022 1.2454 -6.7961 -0.0003 0.0000 0.0032
H 1.8013 0.0719 -4.8816 0.0017 0.0027 -0.0064
C 3.4955 2.7505 -2.6947 -0.0158 0.0004 -0.1088
C 3.4491 1.3045 -2.5256 -0.1271 -0.0032 0.1510
N 3.3645 0.1706 -2.3688 0.1828 -0.0839 0.0008
H 3.3304 2.9958 -3.7443 0.0118 0.0092 -0.0024
H 4.4618 3.1362 -2.3738 -0.0005 0.0052 0.0125
H 2.7067 3.2043 -2.0949 0.0160 -0.0174 -0.0370
Cl -1.8601 3.5608 1.8209 0.0530 0.0363 0.0172
C -3.0657 2.6372 1.0181 -0.0303 -0.0855 -0.0724
C -4.0821 3.2823 0.3334 0.0400 0.0056 0.0123
C -5.0300 2.5382 -0.3480 -0.0555 -0.0083 -0.0238
C -4.9777 1.1472 -0.3462 0.0261 0.0616 -0.0241
C -3.9685 0.5131 0.3418 0.0891 0.0288 0.0575
C -2.9931 1.2382 1.0420 -0.2728 0.0677 0.0131
C -1.9641 0.5371 1.7645 0.8920 -0.5281 -0.3000
H -4.1163 4.3630 0.3328 -0.0002 0.0001 0.0027
H -5.8179 3.0494 -0.8859 0.0058 -0.0026 -0.0059
H -5.7138 0.5733 -0.8920 -0.0054 -0.0074 0.0126
H -3.8939 -0.5672 0.3297 -0.0355 -0.0032 -0.0087
H -2.1554 -0.5115 1.9665 -0.1038 0.0576 0.1810
H -1.3793 1.0422 2.5256 -0.2042 0.0382 0.1288
C 4.4341 -2.0222 0.2476 0.0596 0.0196 0.0120
N 4.1068 -1.7193 1.6362 -0.0078 0.0532 -0.0939
C 5.0013 -1.3459 2.6070 0.0471 0.0552 0.0308
C 4.2964 -1.1584 3.7460 0.0054 0.0502 -0.0084
N 2.9821 -1.4232 3.4557 0.0186 -0.0070 -0.0025
C 1.9078 -1.4039 4.4411 0.0004 0.0080 0.0125
C 2.8726 -1.7472 2.1585 -0.2077 0.2038 0.1192
Se 1.3274 -2.2345 1.2235 -0.0694 -0.0319 -0.1469
H 5.4972 -1.8433 0.1102 -0.0016 -0.0135 0.0017
H 3.8730 -1.3789 -0.4221 -0.0731 0.0833 -0.0636
H 4.2008 -3.0634 0.0344 -0.0023 0.0060 -0.0128
H 6.0478 -1.2208 2.3982 0.0019 -0.0125 0.0028
H 4.6053 -0.8327 4.7223 0.0014 -0.0061 0.0019
H 1.8661 -0.4253 4.9077 0.0067 0.0012 0.0049
H 2.0993 -2.1769 5.1838 -0.0144 -0.0186 -0.0096
H 0.9712 -1.6014 3.9308 0.0004 0.0288 0.0097
F 0.8080 3.0065 3.1901 0.0476 -0.0150 -0.0343
B 1.1113 1.7454 3.6669 0.0377 0.0565 0.0325
F 1.1039 0.8037 2.5402 0.0036 0.0474 -0.0875
F 0.1429 1.2860 4.5598 -0.0170 -0.0237 0.0002
F 2.3897 1.6915 4.2207 -0.0059 -0.0463 -0.0015
F 4.3457 5.4308 2.1399 -0.0119 0.0050 -0.0117
C 3.5540 4.5421 1.5332 0.0351 -0.0145 0.0330
C 2.3830 4.9461 0.9191 -0.0488 0.0227 -0.0200
F 2.0421 6.2378 0.9275 0.0048 0.0138 0.0007
C 1.5619 4.0221 0.3015 -0.0579 0.0586 0.0196
F 0.4445 4.4575 -0.2948 0.0143 -0.0103 0.0262
C 1.8685 2.6600 0.2729 -0.2481 0.0187 -0.0161
O 1.0760 1.8028 -0.3616 0.3001 -0.1517 0.1661
C 3.0707 2.2999 0.8697 -0.0355 -0.0309 0.0352
F 3.4328 1.0151 0.8385 0.1509 -0.4817 0.0678
C 3.8965 3.2039 1.5036 0.0483 0.0503 0.0376
F 5.0304 2.7859 2.0769 -0.0342 0.0104 -0.0200
```
Positions in Å, forces in eV/Å.

Energy relative to the best compared isomer or geometry (same formula, charge and spin) ... 35.6 kcal per mole
Orbital gap ... 5.3 eV
Calculated total energy ... -160703.537 eV

---

Entry 3:
A structure of composition C37H30BrNO2P2Pd, computed with wB97M-V/def2-TZVPD.

```
74
Properties=species:S:1:pos:R:3:forces:R:3
Pd -0.0875 -0.0512 -0.1040 1.3034 -0.8907 0.2415
C 2.0483 2.3422 -1.3442 -0.0865 -0.3315 0.0135
P 0.2267 2.2067 -1.6567 0.0391 0.7776 -0.0016
C -0.5252 2.1774 0.0349 -0.1965 0.4006 -0.1987
C 0.0581 2.6250 1.2292 -0.0702 -0.0475 0.0129
C -0.6998 2.7161 2.3822 0.0803 0.0233 0.1255
C -2.0412 2.3518 2.3802 -0.0571 -0.0353 -0.0895
C -2.6311 1.8696 1.2238 0.0329 -0.0081 0.0863
C -1.8797 1.7758 0.0591 -0.0361 0.4693 0.0996
C -0.1287 3.9559 -2.1200 -0.0760 -0.1478 -0.0332
C -0.2100 5.0032 -1.2056 -0.0083 0.0233 -0.0957
C -0.4603 6.2950 -1.6446 0.0078 0.0110 0.0707
C -0.6353 6.5525 -2.9968 0.0052 0.0436 -0.0281
C -0.5610 5.5152 -3.9139 0.0061 0.0056 -0.0342
C -0.3134 4.2226 -3.4754 0.0178 -0.0096 0.0537
C 2.6121 0.9557 -1.2511 0.5102 -0.0015 -0.1698
C 3.9142 0.4781 -1.2843 -0.2946 0.3776 0.0644
C 3.8330 -0.9316 -1.2462 -0.2015 -0.3529 -0.0141
C 2.4881 -1.2546 -1.2009 0.4433 0.0981 -0.0472
C 1.7763 -2.5678 -1.0948 -0.0659 0.2162 0.0903
P -0.0284 -2.2131 -0.9548 0.3846 -0.7580 -0.3046
C -0.6968 -3.6573 -0.0760 -0.0934 0.2381 0.1451
C -1.4868 -4.6450 -0.6565 0.0565 0.0637 0.0591
C -1.9568 -5.6944 0.1207 -0.0336 -0.0454 -0.0191
C -1.6579 -5.7533 1.4727 -0.0122 -0.0373 0.0227
C -0.8938 -4.7546 2.0616 0.0145 0.0082 0.0166
C -0.4181 -3.7072 1.2922 0.0227 -0.0382 -0.0881
C -0.6932 -2.3217 -2.6447 -0.1113 0.1664 0.1774
C -1.6622 -1.3933 -3.0193 0.0769 -0.1027 0.0292
C -2.2717 -1.4739 -4.2618 -0.0172 0.0192 -0.0212
C -1.9094 -2.4827 -5.1413 -0.0238 0.0136 -0.0102
C -0.9290 -3.3985 -4.7847 0.0223 -0.0319 -0.0219
C -0.3222 -3.3207 -3.5411 0.0376 0.0092 -0.0146
N 1.7642 -0.1033 -1.2358 -0.7308 -0.0451 0.3325
H 2.2603 2.9475 -0.4587 -0.0530 0.0460 -0.0251
H 2.4689 2.8788 -2.1982 -0.0770 0.0278 -0.0232
H 1.1043 2.8922 1.2536 0.0746 0.0065 0.0264
H -0.2396 3.0575 3.3017 0.0314 0.0080 -0.0333
H -2.6227 2.4310 3.2893 0.0191 -0.0313 0.0123
H -3.6658 1.5536 1.2306 -0.0044 0.0326 -0.0300
H -2.3591 1.4967 -0.8733 -0.0002 -0.1043 0.0173
H -0.0843 4.8123 -0.1478 -0.0021 0.0153 0.0208
H -0.5191 7.1034 -0.9264 -0.0061 -0.0009 -0.0109
H -0.8305 7.5623 -3.3347 -0.0069 -0.0074 0.0030
H -0.7023 5.7114 -4.9692 0.0047 -0.0028 0.0059
H -0.2623 3.4047 -4.1855 -0.0167 0.0228 -0.0241
H 4.8072 1.0829 -1.3313 0.0170 -0.0317 -0.0356
H 4.6538 -1.6332 -1.2523 0.0056 0.0221 -0.0267
H 2.0871 -3.1121 -0.1997 -0.1143 -0.0283 0.0172
H 1.9554 -3.2130 -1.9584 -0.0179 -0.0437 0.0508
H -1.7400 -4.5982 -1.7061 -0.0013 0.0022 -0.0497
H -2.5644 -6.4672 -0.3330 0.0068 0.0085 -0.0033
H -2.0263 -6.5761 2.0722 -0.0143 0.0145 -0.0036
H -0.6823 -4.7876 3.1226 0.0325 0.0048 -0.0089
H 0.1615 -2.9093 1.7419 -0.0074 -0.0303 0.0535
H -1.9274 -0.6055 -2.3243 -0.0660 0.0327 -0.0379
H -3.0266 -0.7519 -4.5452 0.0098 0.0048 0.0163
H -2.3915 -2.5565 -6.1076 0.0254 0.0156 -0.0082
H -0.6380 -4.1768 -5.4783 0.0007 -0.0021 0.0133
H 0.4387 -4.0431 -3.2717 -0.0271 -0.0132 0.0050
Br 3.0368 1.5708 3.5855 -0.1359 -0.0993 -0.1798
C 1.8324 0.4966 4.5845 -0.2892 -0.1864 -0.0579
C 2.0445 0.4933 5.9565 -0.0136 -0.0097 -0.0469
C 1.1961 -0.2143 6.7904 0.0344 0.0246 0.0947
C 0.1211 -0.9072 6.2609 -0.0680 -0.0476 0.0580
C -0.0935 -0.8967 4.8950 -0.0226 -0.0307 -0.0287
C 0.7571 -0.2156 4.0278 0.3408 0.2705 -0.1102
C 0.4386 -0.3221 2.5484 -0.0656 -0.3115 0.4279
O 1.3839 -0.3074 1.7180 -0.3735 0.2138 -0.5046
O -0.7575 -0.4900 2.2259 -0.1740 0.1128 -0.0008
H 2.8775 1.0494 6.3633 -0.0127 0.0111 0.0039
H 1.3740 -0.2106 7.8582 0.0043 -0.0067 -0.0050
H -0.5517 -1.4487 6.9131 0.0000 -0.0110 -0.0180
H -0.9356 -1.4198 4.4602 0.0169 0.0209 -0.0035
```
Positions in Å, forces in eV/Å.

Energy relative to the best compared isomer or geometry (same formula, charge and spin) ... 29.3 kcal per mole
Orbital gap (alpha / beta) ... 7.6 / 5.1 eV
Multiplicity ... 3
Calculated total energy ... -136540.321 eV